{"formula": "C21H15F3IN9SbTl", "method": "ωB97M-V with the def2-TZVPD basis set", "lumo_ha": -0.088, "orbital_gap_ev": 6.2, "homo_energy_ev": -8.6, "multiplicity": 1, "symbols": ["Tl", "N", "C", "N", "N", "N", "N", "C", "N", "N", "N", "N", "H", "F", "C", "C", "C", "C", "C", "C", "Sb", "C", "C", "C", "C", "F", "C", "C", "C", "C", "C", "C", "F", "C", "C", "H", "H", "H", "H", "H", "H", "H", "H", "H", "H", "H", "H", "I", "C", "H", "H"], "xyz": [[0.597, 2.632, -1.921], [-0.705, 3.939, 1.258], [-1.645, 3.554, 0.339], [-2.944, 3.576, 0.559], [-3.505, 3.078, -0.559], [-2.617, 2.770, -1.421], [-1.403, 3.064, -0.896], [0.606, 3.538, 1.248], [1.407, 3.587, 2.297], [2.566, 3.062, 1.873], [2.493, 2.718, 0.643], [1.245, 3.008, 0.195], [-1.064, 4.219, 2.159], [4.444, -3.866, 1.558], [3.507, -3.105, 0.974], [3.895, -2.172, 0.034], [2.920, -1.380, -0.556], [1.586, -1.530, -0.203], [1.220, -2.483, 0.742], [2.183, -3.280, 1.337], [0.051, -0.263, -1.012], [-1.209, -1.866, -1.697], [-2.577, -1.686, -1.864], [-3.372, -2.734, -2.302], [-2.774, -3.947, -2.588], [-3.538, -4.966, -3.008], [-1.410, -4.138, -2.472], [-0.626, -3.085, -2.027], [-0.762, 0.212, 0.908], [-2.123, 0.398, 1.120], [-2.586, 0.788, 2.366], [-1.670, 0.998, 3.379], [-2.117, 1.350, 4.595], [-0.309, 0.846, 3.187], [0.143, 0.449, 1.940], [4.940, -2.067, -0.220], [3.207, -0.642, -1.294], [0.179, -2.603, 1.016], [1.924, -4.025, 2.077], [-3.033, -0.725, -1.662], [-4.440, -2.619, -2.428], [-0.978, -5.095, -2.730], [0.442, -3.223, -1.928], [-2.832, 0.247, 0.317], [-3.640, 0.938, 2.551], [0.381, 1.059, 3.991], [1.207, 0.331, 1.774], [3.807, 4.422, -3.184], [2.853, 2.603, -2.830], [3.236, 2.140, -1.926], [2.838, 1.976, -3.710]], "mulliken_charge": [0.773, -0.069, 0.400, -0.371, -0.459, -0.320, 0.035, 0.403, -0.383, -0.583, -0.273, 0.236, 0.278, -0.338, 0.332, -0.511, -0.550, -0.458, 0.177, -0.707, 1.533, 0.041, -0.311, -0.656, 0.326, -0.322, -0.661, -0.464, 0.819, -0.533, -0.572, 0.288, -0.361, -0.652, -0.575, 0.451, 0.268, 0.453, 0.434, 0.408, 0.459, 0.444, 0.458, 0.010, 0.421, 0.382, 0.365, 0.130, -0.946, 0.270, 0.483]}



{"formula": "C21H15F5N2OPtS3", "method": "ωB97M-V with the def2-TZVPD basis set", "lumo_ha": [-0.219, -0.343], "orbital_gap_ev": [8.5, 5.9], "homo_energy_ev": [-14.5, -15.2], "multiplicity": 5, "total_charge": 2, "symbols": ["Pt", "F", "C", "C", "F", "C", "F", "C", "S", "C", "F", "C", "F", "O", "C", "C", "C", "C", "C", "C", "C", "C", "N", "H", "H", "H", "H", "H", "H", "H", "H", "H", "H", "H", "S", "C", "N", "C", "C", "C", "C", "C", "C", "S", "H", "H", "H", "H"], "xyz": [[0.070, -0.426, 0.439], [-5.284, -1.396, 4.873], [-4.097, -1.409, 4.333], [-3.623, -0.264, 3.690], [-4.371, 0.824, 3.643], [-2.383, -0.282, 3.113], [-1.935, 0.829, 2.541], [-1.565, -1.428, 3.165], [0.040, -1.462, 2.577], [-2.067, -2.561, 3.839], [-1.331, -3.653, 3.903], [-3.319, -2.561, 4.403], [-3.789, -3.635, 5.002], [-2.369, -0.418, 0.134], [-2.957, -1.495, -0.641], [-2.649, -1.378, -2.120], [-1.146, -1.281, -2.410], [-0.398, -2.452, -1.839], [-0.383, -3.678, -2.491], [0.291, -4.748, -1.931], [0.958, -4.570, -0.727], [0.905, -3.336, -0.124], [0.230, -2.299, -0.660], [-2.692, 0.420, -0.218], [-4.034, -1.505, -0.477], [-2.544, -2.411, -0.220], [-3.155, -0.504, -2.541], [-3.068, -2.256, -2.615], [-0.742, -0.354, -1.995], [-0.986, -1.234, -3.486], [-0.893, -3.774, -3.440], [0.304, -5.708, -2.432], [1.514, -5.374, -0.265], [1.423, -3.153, 0.808], [2.579, 0.243, 0.352], [1.843, 1.717, 0.587], [0.494, 1.757, 0.646], [0.033, 2.995, 0.894], [-1.319, 3.386, 1.021], [-1.589, 4.694, 1.282], [-0.544, 5.653, 1.407], [0.781, 5.308, 1.269], [1.075, 3.974, 1.012], [2.619, 3.248, 0.809], [-2.109, 2.653, 0.923], [-2.614, 5.019, 1.395], [-0.804, 6.684, 1.613], [1.566, 6.050, 1.348]], "mulliken_charge": [1.500, -0.235, 0.654, 0.027, -0.283, -0.236, -0.265, 0.682, -0.280, 0.289, -0.293, 0.270, -0.235, -0.390, -0.828, -0.562, -1.067, 0.771, -0.624, -0.425, -0.830, -0.214, -0.012, 0.199, 0.384, 0.417, 0.421, 0.447, 0.122, 0.463, 0.490, 0.448, 0.441, 0.469, -0.162, 0.418, -0.326, 0.079, -0.261, -0.731, -0.477, -0.578, 0.831, -0.098, 0.283, 0.439, 0.425, 0.440]}



{"formula": "C21H15F5O7", "method": "ωB97M-V with the def2-TZVPD basis set", "lumo_ha": 0.015, "orbital_gap_ev": 9.2, "smiles": "COCCOC(=O)c1c(C)oc2ccc(OC(=O)COc3c(F)c(F)c(F)c(F)c3F)cc12", "homo_energy_ev": -8.8, "multiplicity": 1, "symbols": ["C", "O", "C", "C", "H", "H", "O", "C", "O", "C", "C", "O", "C", "C", "C", "C", "C", "C", "H", "O", "C", "O", "C", "H", "O", "C", "C", "C", "C", "C", "C", "F", "F", "F", "F", "F", "H", "H", "H", "C", "H", "H", "H", "H", "H", "H", "H", "H"], "xyz": [[-0.361, 2.700, -0.867], [-1.754, 2.500, -0.857], [-2.283, 1.938, -2.028], [-1.766, 0.525, -2.348], [-2.396, 0.092, -3.131], [-0.726, 0.543, -2.676], [-1.781, -0.308, -1.197], [-2.972, -0.753, -0.781], [-4.009, -0.553, -1.371], [-2.850, -1.518, 0.463], [-3.884, -2.061, 1.186], [-3.437, -2.680, 2.301], [-2.088, -2.549, 2.324], [-1.210, -3.035, 3.278], [0.133, -2.780, 3.088], [0.570, -2.065, 1.969], [-0.296, -1.584, 1.009], [-1.652, -1.827, 1.196], [0.052, -1.046, 0.146], [1.958, -1.916, 1.834], [2.470, -0.753, 1.455], [1.881, 0.280, 1.295], [3.977, -0.902, 1.228], [4.467, -1.159, 2.170], [4.565, 0.315, 0.824], [4.022, 1.028, -0.178], [3.195, 0.556, -1.203], [2.692, 1.406, -2.181], [3.030, 2.752, -2.193], [3.883, 3.241, -1.207], [4.360, 2.390, -0.221], [5.164, 2.875, 0.728], [4.227, 4.528, -1.203], [2.540, 3.563, -3.134], [1.872, 0.915, -3.116], [2.839, -0.740, -1.264], [4.153, -1.709, 0.507], [0.866, -3.132, 3.795], [-1.564, -3.587, 4.133], [-5.341, -2.061, 0.929], [-5.699, -3.083, 0.808], [-5.869, -1.621, 1.773], [-5.544, -1.493, 0.026], [-2.076, 2.577, -2.901], [-3.361, 1.898, -1.857], [0.185, 1.759, -0.736], [-0.140, 3.349, -0.022], [-0.040, 3.187, -1.796]], "mulliken_charge": [-0.364, -0.401, -0.561, -0.563, 0.427, 0.268, -0.168, 0.478, -0.695, 0.402, 0.424, -0.452, -0.547, -1.224, -0.583, 0.657, 0.172, 0.783, 0.592, -0.440, 0.639, -0.535, -0.681, 0.409, -0.470, -0.044, 0.756, 0.397, 0.541, 0.307, 0.235, -0.309, -0.295, -0.360, -0.429, -0.470, 0.338, 0.476, 0.447, -1.461, 0.332, 0.342, 0.321, 0.384, 0.388, -0.081, 0.295, 0.325]}



{"formula": "C21H15FO2STc", "method": "ωB97M-V with the def2-TZVPD basis set", "lumo_ha": -0.177, "orbital_gap_ev": 7.5, "homo_energy_ev": -12.3, "multiplicity": 1, "total_charge": 1, "symbols": ["Tc", "O", "C", "O", "C", "C", "C", "C", "C", "C", "S", "H", "H", "H", "H", "F", "C", "C", "C", "C", "C", "C", "C", "H", "H", "H", "H", "H", "H", "C", "C", "C", "C", "C", "C", "C", "H", "H", "H", "H", "H"], "xyz": [[0.730, 0.078, 0.004], [-0.993, -3.267, -1.139], [-0.326, -2.283, -1.005], [-0.517, -1.431, 0.008], [0.716, -1.909, -2.052], [0.332, -2.207, -3.366], [1.143, -1.903, -4.438], [2.380, -1.296, -4.227], [2.794, -1.008, -2.946], [1.979, -1.317, -1.847], [2.639, -0.947, -0.225], [-0.620, -2.699, -3.509], [0.822, -2.146, -5.442], [3.023, -1.064, -5.065], [3.765, -0.565, -2.770], [-4.352, -0.681, -1.199], [-3.231, 0.021, -1.128], [-2.959, 0.723, 0.032], [-1.778, 1.436, 0.104], [-0.871, 1.450, -0.981], [0.480, 1.993, -0.801], [-1.218, 0.747, -2.161], [-2.392, 0.039, -2.239], [-3.664, 0.699, 0.851], [-1.548, 2.011, 0.992], [0.584, 2.827, -0.118], [1.054, 2.113, -1.718], [-0.543, 0.774, -3.009], [-2.677, -0.507, -3.127], [0.694, 0.471, 1.651], [0.571, 0.686, 3.045], [1.328, 1.676, 3.686], [1.184, 1.851, 5.048], [0.298, 1.049, 5.761], [-0.452, 0.066, 5.124], [-0.323, -0.124, 3.762], [2.017, 2.285, 3.115], [1.762, 2.608, 5.559], [0.194, 1.190, 6.828], [-1.132, -0.553, 5.693], [-0.889, -0.887, 3.245]], "mulliken_charge": [0.027, -0.580, 0.576, -0.559, 0.466, -0.669, -0.698, -0.564, -0.646, 0.830, -0.325, 0.544, 0.430, 0.434, 0.437, -0.323, 0.501, -0.804, -0.084, 0.157, -1.044, -0.173, -0.737, 0.510, 0.601, 0.381, 0.363, 0.455, 0.485, 0.560, 0.661, -0.465, -0.628, -0.319, -0.650, -0.347, 0.450, 0.412, 0.409, 0.425, 0.500]}



Number 1: largest force on an atom 1.581 eV Å⁻¹. Number 2: largest force on an atom 0.472 eV Å⁻¹. Number 3: largest force on an atom 1.270 eV Å⁻¹. Number 4: largest force on an atom 0.106 eV Å⁻¹.